No. 1
C54H53InN4O5PS | ωB97M-V/def2-TZVPD

F_max: 3.630 eV Å⁻¹
HOMO energy: -5.4043 eV
Kohn-Sham gap: 7.83 eV
ΔE to the lowest compared entry with this formula, charge and spin: 0.00 kcal/mol
Calculated total energy: -3614.54064 hartree

Geometry as ORCA input:
```
! wB97M-V def2-TZVPD RIJCOSX def2/J DEFGRID3
* xyz -1 1
C -3.77651 1.74007 1.01994
H 1.01313 -7.24550 2.80699
C 3.97464 -3.76021 1.27882
C -1.54445 4.36678 1.58281
H 1.08127 0.70947 -2.86987
C 4.97872 -1.68882 2.79354
C 3.24722 1.24101 -0.96912
C 5.23130 -3.90926 1.91999
C -2.37347 4.83896 2.83203
C 0.73875 -6.17041 2.74861
C 2.49585 -1.54636 -4.06793
C -2.22351 4.62969 0.26409
C -0.64195 -4.39207 3.54128
H 1.84311 -2.25058 -3.51643
H -3.21700 2.07028 0.14259
C 3.40998 -4.53758 -2.74919
H -3.08002 -3.24908 -2.30416
H 5.47924 1.52636 3.81578
H -0.44030 3.41260 -3.75553
C -4.05831 0.13330 2.77762
C 1.26248 -5.33334 1.79099
H -0.43740 -2.50337 2.51713
P 1.52963 -2.75572 0.52317
H -0.57884 4.86879 1.58779
H -7.15968 3.31864 2.47864
C 1.08477 -4.83853 -1.33084
O -1.76776 -0.05783 -0.27720
C -0.75573 1.06494 3.14595
C 3.11347 -0.25226 2.14499
C 2.68877 3.22921 -1.77773
H -0.94802 -2.91849 -1.03196
H 2.51137 0.41709 -4.96613
C 5.02522 0.63824 3.40357
C 3.19638 -3.70580 -1.69913
N -0.16310 -1.52927 -2.33546
H -1.71420 -0.23904 -5.03499
H -6.03039 3.87621 3.69708
H -3.40149 -1.96777 -4.41933
H 3.26461 -0.81908 -2.42448
H -3.38060 4.40039 2.73493
H -2.38509 5.94705 2.95149
H 2.00939 -5.78389 1.15321
H -3.40784 2.58199 -3.49592
H 2.92509 -2.17503 -4.86855
C 1.78776 -0.37000 -4.64816
H -4.15678 4.87641 -3.02025
H 2.70878 4.15566 -2.26872
C 0.31353 2.14622 3.31637
C -2.42006 2.81127 -3.09495
C 5.61887 -0.57927 3.43149
C 3.74665 0.79175 2.79605
C -5.48125 2.07726 2.67419
N 1.96346 1.44107 -0.54296
C -6.52370 2.96627 3.30147
C -3.94879 5.65118 -1.08368
H -1.72143 4.17269 -4.71032
C 2.56192 -5.58233 -3.06470
H -1.29641 3.32035 1.63690
C 3.73331 -1.52603 2.09332
C -4.84637 2.48308 1.47520
H -3.66952 -0.74244 3.30919
In 1.27704 0.42602 1.17831
N -0.69950 0.33588 1.87238
C 0.65928 0.25842 -3.77351
C -2.53325 -1.80186 -3.82274
C 0.37221 3.40108 -1.01807
H -5.12066 3.39810 0.93577
C -3.37355 0.58299 1.66883
H 1.32616 -0.69529 -5.63092
C 1.99242 -3.80868 -0.97761
C 3.71774 2.25095 -1.79142
H -7.11521 2.46663 4.05993
H 6.58467 -2.93427 3.26429
O 0.23358 2.85345 4.31794
H 0.48790 4.43234 -1.26855
O -2.22867 -1.69567 1.47937
H 5.85710 -4.77679 1.77494
C -5.09492 0.90954 3.27445
C -0.20462 -5.72227 3.63185
C -2.58489 3.83193 -2.00709
C -3.59424 4.80687 -2.11424
H -0.67265 0.35735 3.99288
H 0.72599 -6.54083 -2.65501
H 2.85649 -6.30273 -3.80775
H 6.59163 -0.74227 3.85729
H -5.63552 0.61793 4.17054
H -1.70878 1.58526 3.26839
C -0.38888 -0.75169 -3.40247
C -1.83260 3.82609 -0.83636
H 4.71347 2.37051 -2.17823
C -1.42315 3.24712 -4.20890
S -1.95905 -0.31561 1.11255
C 3.21500 -2.62331 1.38137
H -1.95624 4.38450 3.73983
H -4.82906 6.30483 -1.22038
O 3.59387 -1.16809 -3.25668
C 1.62897 2.70076 -1.04192
H 3.29806 1.76732 2.87658
H -1.27906 2.43179 -4.93562
H -0.66178 -6.40636 4.36057
H 4.35526 -4.42043 -3.29450
C -1.11653 -2.38640 -1.97734
C -1.57016 -0.83016 -4.14381
H -3.60940 6.05301 1.00156
C 0.84190 -4.01574 1.70861
O 1.14913 2.27902 2.34058
C -3.31898 5.51745 0.09315
H 3.58020 -4.61138 0.69650
H 0.20074 -4.99276 -0.71949
H 3.76117 0.36086 -0.58365
H -2.02506 1.88918 -2.64360
C 1.38551 -5.70692 -2.38822
C -2.35497 -2.48566 -2.63789
N -0.76549 2.92229 -0.75412
H -1.39460 -4.01990 4.22341
C -0.11851 -3.53650 2.59216
H 3.92102 -2.91544 -1.48148
H 0.17823 1.03762 -4.35262
C 5.67645 -2.87500 2.69058
*
```

Löwdin population analysis, charges in e, atoms 1 to 4: number 1, C, carries -0.037; number 2, H, carries 0.113; number 3, C, carries -0.115; number 4, C, carries -0.169

No. 2
C41H77N7O19 | ωB97M-V/def2-TZVPD

F_max: 4.867 eV Å⁻¹
HOMO energy: -9.1712 eV
Kohn-Sham gap: 7.49 eV
Calculated total energy: -3420.95214 hartree

Geometry as ORCA input:
```
! wB97M-V def2-TZVPD RIJCOSX def2/J DEFGRID3
* xyz 0 1
C -10.51379 0.06282 1.98466
H -2.70826 2.94583 4.90107
H -8.52269 -6.16880 4.45441
C 0.02583 -0.95187 -2.27722
H 9.51168 -5.29808 -1.55137
C -4.48192 1.67286 6.49443
C -2.80308 3.38817 5.89276
C -5.82413 -2.19576 -6.38138
H -11.30068 0.10828 2.72299
C 5.62433 -1.35493 -8.20676
C 7.07310 0.19346 -6.77251
O -5.68457 -4.86463 1.76845
C -6.77105 -5.34161 2.11882
H -6.73330 -4.10496 -6.19601
C 2.51616 7.20654 5.21374
H 9.01237 -1.93172 -8.64238
N -7.36472 -4.94102 3.31105
H 2.02283 -0.51087 -0.88739
C 4.64807 7.40052 -3.49501
H 0.74181 -4.07463 2.59408
O 3.31592 7.82279 -3.77121
H 3.77425 0.10910 9.94779
C 8.17421 -0.61399 -7.26293
H -1.85907 -1.37672 -0.43364
N 0.00234 -0.48847 -0.89411
H -6.49269 -1.67832 -7.06941
H 2.98178 6.25445 5.46835
H 3.03653 -1.33859 9.61584
H 8.94853 -7.01067 -1.78777
O -9.23858 1.60511 3.32473
O 3.79001 9.45798 4.29037
H -7.51941 -0.43982 -0.50779
H 9.31607 0.07652 -5.96679
C 2.28195 6.80638 -3.78197
C 1.22659 0.14013 -0.52639
H 0.97248 -5.74996 3.30374
H 0.25495 -6.37378 0.78806
O 6.91638 -2.83993 -9.71964
O -7.10675 1.23629 1.25103
O -11.64021 -1.64713 0.83944
H 0.95585 6.80211 3.06695
H 5.40974 9.38367 -3.98076
H 2.04169 7.13129 1.77164
H -7.23530 -2.92067 4.04368
C 8.68114 -5.95425 -1.81167
N 8.02183 -5.61542 -3.09648
H 1.20409 1.18741 -0.82770
C 2.81818 -0.27105 9.58791
O 7.61630 -6.32339 -5.20506
H -2.93698 3.13170 8.75920
H 5.69821 11.12133 -2.40903
H -1.78868 3.55281 6.25606
H 4.71820 10.92980 -0.94479
O 4.08553 -5.10556 1.98875
O 7.05285 1.08121 -5.96718
O -4.96968 -4.67858 -6.06155
H -4.80673 3.24030 8.72376
N 2.61227 7.57501 3.79963
C 6.87008 -1.94317 -8.83725
C -3.85091 3.37560 8.21758
H 6.87849 -4.21427 -4.21659
H -5.90995 -3.93408 -7.70656
H -5.77520 -3.72200 4.20494
O 2.96408 1.16399 6.34046
C 1.09397 -5.75851 0.46310
C -10.65208 -0.94759 0.87251
H -3.87479 4.45104 8.04165
H 5.02864 6.86386 -4.36407
H -7.31139 -6.09783 1.52860
O -9.59751 -2.00142 -1.02426
H 7.92685 -5.88345 -1.02799
O 4.39951 -1.74972 -8.63174
C -8.68409 -5.45039 3.65071
H -4.72901 -3.54207 -4.36758
H -10.22350 -2.71575 -0.88479
H -9.34232 -4.61829 3.90059
H 2.26881 5.66608 2.74819
H 2.09234 -0.22466 10.39976
H 4.02805 1.35245 8.08157
H 2.25699 -4.56434 3.39439
C -5.81500 -3.72241 -6.64155
O -4.47345 -1.71468 -6.35455
H 2.95923 7.90961 5.91907
H 0.90348 -1.56741 -2.47458
H -6.27418 -1.98425 -5.41142
C 3.17827 8.75383 3.47437
O -0.93436 -0.47611 1.15389
N 2.34932 0.28971 8.34595
C -8.31952 -0.33269 0.20967
C 2.00488 6.72311 2.78165
N -3.73177 2.72017 6.89407
H -0.88912 -1.47665 -2.55212
C -9.39018 0.83152 2.19025
H 1.47265 7.13576 5.52064
O 9.35116 -0.31162 -6.84412
N 1.98714 -5.52129 1.52432
H 4.51506 -2.41940 -9.30981
H -3.83340 -4.98276 -4.36367
H -3.99551 -2.32036 -8.32539
H -4.31257 1.33289 5.46103
H 4.94040 -0.00211 -6.67838
C -8.16430 0.65103 1.28344
H 0.31402 -0.09694 8.58721
C -4.80056 -4.58612 -4.67246
H 1.46882 -6.36762 -0.35944
H 6.79004 -3.84410 -2.53108
H 0.68261 -4.86503 -0.00655
H 0.93446 0.08646 6.81192
C 1.08670 -0.25679 7.83520
H -3.26208 4.37617 5.85698
C -1.02413 -0.77176 -0.04754
H 2.39430 5.92758 -4.41696
C 8.03045 -6.50021 -4.08957
H -9.20213 -6.01798 2.87768
H -2.87224 -1.31994 -7.49787
H 1.28720 7.19773 -3.99509
O 5.09932 9.10821 -1.94082
C 3.16099 0.95621 7.53075
C 5.56958 8.63849 -3.20150
H 0.08128 -0.19895 -3.06343
H 3.46201 -5.72781 0.16014
H -4.38138 -0.57590 -8.14504
H 1.35217 0.04173 0.55187
H 6.61717 8.33746 -3.20680
H -7.15592 -4.11681 5.29649
C 5.45994 10.45046 -1.58366
H 2.30720 6.39736 -2.77194
H 4.53017 6.71887 -2.65266
H 1.33250 -1.29743 7.62363
H 6.42980 10.37633 -1.09174
H -8.45794 2.15904 3.25157
H 8.42897 -7.44301 -3.68396
C 1.42221 -4.90520 2.78198
C 7.46122 -4.23526 -3.29568
C -9.48831 -1.01165 -0.07682
C 8.09876 -1.52583 -8.23376
H -5.62428 -4.97726 -4.07530
C -6.84625 -3.91308 4.27146
H 8.25373 -3.48705 -3.31047
O -5.21198 1.13186 7.37646
C 3.23634 -5.44500 1.19999
C -3.94060 -1.45184 -7.66906
H 3.04255 8.97777 2.40496
C 5.76622 -0.42324 -7.23253
*
```

Löwdin population analysis, charges in e, atoms 1 to 4: number 1, C, carries 0.083; number 2, H, carries 0.083; number 3, H, carries 0.087; number 4, C, carries -0.072

> Which of these has the lowest Kohn-Sham gap?

C41H77N7O19

> What is the Kohn-Sham gap in the second record?

7.49 eV

> Which of these has the highest calculated total energy?

C41H77N7O19

> What is the formula in the first record?

C54H53InN4O5PS